Formula: C29H30N3O4S
Source: the Open Molecules 2025 dataset
Level of theory: ωB97M-V with the def2-TZVPD basis set

Summary:
HOMO = -0.3256 Ha
Total energy = -54041.1728 eV
Charge = +1
Orbital gap = 4.837 eV

```
67
C29H30N3O4S ωB97M-V with the def2-TZVPD basis set
C 6.4725 3.2869 2.9073
O 6.5975 2.0567 2.1518
C 5.5413 1.1989 2.1411
C 5.7446 -0.0644 1.5324
C 4.7200 -0.9996 1.5164
C 3.4603 -0.6615 2.0272
N 2.4343 -1.6206 2.0146
C 1.0850 -1.3599 1.9406
C 0.5204 -0.2164 1.2324
C -0.9031 0.0706 1.4688
C -1.7088 0.5322 0.4975
C -3.1313 0.6462 0.7285
C -3.9909 1.3622 -0.1475
C -5.3759 1.2963 -0.0273
C -5.9613 0.6198 1.0523
C -5.1362 0.0096 2.0061
C -3.7491 0.0240 1.8555
O 1.2419 0.4660 0.4760
N 0.4568 -2.5474 2.1158
C -0.9690 -2.7992 2.0664
C 1.3922 -3.5405 2.3832
C 2.6138 -2.9782 2.2856
C 3.2450 0.5899 2.6107
C 4.2803 1.5136 2.7020
H 7.3908 3.8273 2.6814
H 5.5986 3.8718 2.5884
H 6.4088 3.0768 3.9843
H 6.7174 -0.2829 1.0984
H 4.8890 -1.9833 1.0775
H -1.2073 -0.0559 2.5149
H -1.1872 0.8589 -0.5071
H -3.5404 1.9732 -0.9306
H -6.0009 1.7773 -0.7819
H -7.0454 0.5774 1.1558
H -5.5774 -0.4891 2.8727
H -3.1289 -0.4675 2.6089
H -1.1114 -3.8827 2.1347
H -1.4891 -2.3262 2.9105
H -1.4110 -2.4425 1.1276
H 1.0957 -4.5542 2.5924
H 3.5902 -3.4150 2.3915
H 2.2725 0.8503 3.0245
H 4.1064 2.4703 3.1956
C 0.5807 1.9865 -3.8026
S 0.5777 1.3902 -2.0881
C 0.6818 2.9852 -1.2282
C -1.1581 1.0435 -1.7127
C -1.6719 -0.0549 -2.5767
C -3.0429 -0.0935 -2.9244
C -3.5787 -1.1506 -3.6425
C -2.7279 -2.1687 -4.1107
N -3.2627 -3.2410 -4.8755
O -2.4816 -4.1184 -5.3108
O -4.4977 -3.2712 -5.0872
C -1.3490 -2.1234 -3.8254
C -0.8336 -1.0849 -3.0591
H 0.5367 1.1212 -4.4702
H -0.2461 2.6790 -3.9889
H 1.5473 2.4897 -3.9270
H 0.7051 2.7688 -0.1568
H 1.6267 3.4412 -1.5413
H -0.1680 3.6225 -1.5008
H -1.6817 1.9888 -1.9043
H -3.6938 0.7303 -2.6312
H -4.6425 -1.2102 -3.8588
H -0.7090 -2.9137 -4.2106
H 0.2383 -1.0855 -2.8430
```



Formula: C29H30N8OPdS2
Source: the Open Molecules 2025 dataset
Level of theory: ωB97M-V with the def2-TZVPD basis set

Summary:
HOMO (spin up / spin down) = -0.5147 / -0.5147 Ha
Total energy = -69665.2552 eV
Charge = +2
Orbital gap (spin up / spin down) = 5.316 / 5.315 eV

```
71
C29H30N8OPdS2 ωB97M-V with the def2-TZVPD basis set
Pd -0.1229 0.0918 -0.0806
C 2.1235 -1.2320 1.8184
N 0.7757 -0.6888 2.0469
C -0.2069 -1.6099 2.6302
C -1.1546 -2.1336 1.6019
N -1.3325 -1.6067 0.4128
C -2.2754 -2.3797 -0.2537
C -2.8045 -2.2953 -1.5379
C -3.7320 -3.2497 -1.9012
C -4.1352 -4.2609 -1.0194
C -3.6217 -4.3501 0.2591
C -2.6775 -3.3989 0.6183
N -1.9428 -3.2050 1.7818
C 2.2857 -1.6967 0.4057
N 1.4406 -1.3877 -0.5459
C 1.9483 -1.8998 -1.7296
C 1.4549 -1.8456 -3.0291
C 2.1959 -2.4675 -4.0119
C 3.3974 -3.1255 -3.7145
C 3.8990 -3.1805 -2.4294
C 3.1543 -2.5533 -1.4394
N 3.3288 -2.4037 -0.0690
H 2.3549 -2.0464 2.5110
H 2.8520 -0.4350 1.9840
H 0.8539 0.1221 2.6461
H -0.7902 -1.0791 3.3856
H 0.2837 -2.4545 3.1215
H -2.4970 -1.5127 -2.2167
H -4.1659 -3.2228 -2.8911
H -4.8661 -4.9871 -1.3458
H -3.9411 -5.1180 0.9505
H -2.0277 -3.7552 2.6221
H 0.5281 -1.3256 -3.2311
H 1.8510 -2.4510 -5.0369
H 3.9449 -3.6043 -4.5142
H 4.8264 -3.6926 -2.2112
H 4.1155 -2.7367 0.4647
C -0.9781 0.4991 -5.6746
C -1.6131 1.6226 -4.8559
N -0.5973 2.3780 -4.1225
C 0.0795 3.4578 -4.8554
C -0.5362 4.8194 -4.5541
C -0.2231 2.0707 -2.8942
S -1.1568 0.7700 -2.1405
N 0.7320 2.7541 -2.3203
C 1.4405 2.5217 -1.2310
O 1.4254 1.4686 -0.5139
C 2.4138 3.5691 -0.8645
C 2.7564 4.5818 -1.7611
C 3.7222 5.5092 -1.4164
C 4.3509 5.4389 -0.1797
C 3.9966 4.4470 0.7261
C 3.0388 3.5112 0.3834
H -1.7383 -0.0027 -6.2713
H -0.5114 -0.2309 -5.0125
H -0.2197 0.8903 -6.3518
H -2.3375 1.2035 -4.1522
H -2.1435 2.3218 -5.5005
H -0.0066 3.2328 -5.9175
H 1.1307 3.4509 -4.5813
H -1.5931 4.8391 -4.8207
H -0.0267 5.5810 -5.1428
H -0.4340 5.0638 -3.4977
H 2.2666 4.6294 -2.7222
H 3.9876 6.2907 -2.1151
H 5.1186 6.1559 0.0778
H 4.4697 4.4060 1.6977
H 2.7594 2.7341 1.0819
S -1.0663 1.7614 1.4329
C -2.4621 2.0460 0.5730
N -3.4345 2.2676 -0.0115
```



Formula: C29H30N9O3Re
Source: the Open Molecules 2025 dataset
Level of theory: ωB97M-V with the def2-TZVPD basis set

Summary:
Multiplicity = 4
HOMO (spin up / spin down) = -0.3630 / -0.3819 Ha
Total energy = -52239.6295 eV
Charge = +1
Orbital gap (spin up / spin down) = 7.776 / 6.932 eV

```
72
C29H30N9O3Re ωB97M-V with the def2-TZVPD basis set
Re -0.3824 -0.7761 -0.5463
N -0.6086 -1.3782 2.6085
C -2.0256 -1.0613 2.6979
C -2.8136 -1.4746 1.4721
O -3.9243 -1.9185 1.6161
N -2.1986 -1.3768 0.2102
C -3.0071 -2.0644 -0.8245
C -2.2962 -2.1961 -2.1577
O -2.8029 -2.5070 -3.2089
O -0.9457 -1.9752 -2.0695
H -0.4580 -2.3621 2.7366
H -0.1007 -0.8565 3.3082
H -2.1516 0.0279 2.8488
H -2.5380 -1.5128 3.5405
H -3.9252 -1.4928 -1.0005
H -3.3561 -3.0330 -0.5140
C 4.6786 4.3193 -1.3034
C 3.5618 3.4487 -0.7759
C 2.6266 3.8082 0.1464
C 1.6100 2.9751 0.5775
C 1.4389 1.6882 0.0305
N 0.3261 0.9295 0.4057
C -0.7403 1.6485 1.0577
C -0.7749 1.9601 2.4079
C -1.8597 2.5800 2.9608
C -2.9806 2.9184 2.1986
C -4.1947 3.5863 2.7780
C -2.9585 2.6657 0.8449
C -1.8270 2.0885 0.2881
N -1.8527 1.8680 -1.1303
C -2.4965 2.5833 -2.0770
C -2.3737 1.8950 -3.2663
C -1.6500 0.7721 -2.9685
N -1.3600 0.7338 -1.6623
C 2.4833 1.2781 -0.8456
C 3.4826 2.1215 -1.2055
N 2.5278 -0.0595 -1.3912
C 3.5778 -0.6779 -1.9163
C 3.1376 -1.8024 -2.5999
C 1.7837 -1.7530 -2.4923
N 1.3916 -0.7179 -1.7473
H 4.5722 5.3162 -0.8931
H 5.6434 3.9282 -0.9389
H 4.7470 4.4266 -2.3996
H 2.5796 4.7979 0.5744
H 0.8903 3.3673 1.2750
H 0.0816 1.6895 3.0176
H -1.8536 2.7595 4.0221
H -3.9544 4.6162 3.0419
H -5.0699 3.5552 2.1503
H -4.4421 3.1351 3.7384
H -3.8120 2.9821 0.2541
H -2.8952 3.5476 -1.8595
H -2.7621 2.1525 -4.2312
H -1.3321 -0.0509 -3.6084
H 4.2262 1.7800 -1.9006
H 4.6204 -0.3415 -1.7969
H 3.7390 -2.5614 -3.1127
H 1.0891 -2.4663 -2.9021
N 2.4090 -6.2943 0.6710
C 1.8300 -5.0770 0.6385
C 2.5606 -3.8590 0.8454
C 1.9412 -2.6521 0.6055
N 0.6503 -2.5381 0.1921
C -0.0606 -3.6786 0.1512
C 0.4652 -4.9296 0.4240
H 3.4323 -6.3575 0.5952
H 1.8505 -7.0802 0.4036
H 3.5991 -3.9123 1.0886
H 2.5199 -1.7632 0.7325
H -1.0859 -3.6071 -0.1314
H -0.2025 -5.7849 0.3214
```



Let's list ΔE to the lowest compared entry with this formula, charge and spin in order: 2.1807; 1.4286; 0.0000 eV.